ORCA calculation (the ωB97M-V functional and the def2-TZVPD basis) on 4 unconnected molecules or ions with the total composition C2H12O3S2.

```
19
C2H12O3S2 | the OMol25 dataset | the ωB97M-V functional and the def2-TZVPD basis
C 0.85694 0.93786 0.06673
C 2.17521 0.26008 -0.42834
S 3.09738 -0.41576 1.04740
S 1.91490 -1.89879 1.76329
H 1.10262 1.71593 0.84749
H 0.35618 0.08459 0.53730
H 0.19612 1.12815 -0.71793
H 3.00940 1.00456 -0.64309
H 2.06278 -0.33301 -1.35342
H 0.76165 -1.93428 0.86445
H -2.13885 2.44254 0.22345
H -2.07368 1.14060 1.03340
O -2.08468 1.37863 0.11524
H -1.14842 -0.19800 -1.07840
H -0.51473 -0.85780 -2.14305
O -0.74738 -0.96720 -1.31116
H -2.69711 -1.01848 -0.19110
H -1.65921 -1.45816 0.56030
O -2.46911 -1.01146 0.80744
```

Properties
E, Ha: -1105.403883
Highest occupied orbital energy, eV: -7.87
SMILES string: CCSS.O.O.O
Molecular weight, g mol⁻¹: 148.249
Relative energy (zero: lowest compared OMol25 entry of this formula, charge and spin), kJ/mol: 256.44